Entry 1:
9 unconnected molecules or ions with the total composition C27H63N9O9. Source: the Open Molecules 2025 dataset; level of theory: ωB97M-V/def2-TZVPD.

```
! wB97M-V def2-TZVPD RIJCOSX def2/J DEFGRID3
* xyz 0 1
C 0.5729 1.3016 4.3087
O 0.5221 1.8374 3.2134
N 1.6793 0.9155 4.9031
C 1.6329 0.4757 6.2759
C 2.8959 1.3126 4.4869
H -0.2980 0.9398 4.8770
H 2.6281 0.1186 6.5407
H 0.9590 -0.3666 6.4323
H 1.3870 1.3438 6.8875
H 3.5693 1.8297 5.1706
H 3.4196 0.3808 4.2727
H 2.9211 1.9187 3.5813
C 1.8910 -2.0733 -0.2368
O 2.3831 -1.3572 -1.0099
N 1.9748 -1.9688 1.0591
C 1.3738 -2.9685 1.8689
C 2.8450 -0.9987 1.6918
H 1.4178 -3.0240 -0.5278
H 0.5493 -2.5791 2.4661
H 2.1433 -3.3484 2.5410
H 0.9644 -3.8446 1.3659
H 2.3113 -0.3487 2.3852
H 3.3887 -1.6466 2.3795
H 3.5172 -0.3992 1.0781
C 2.7827 2.5010 0.7663
O 3.8722 2.3877 1.4287
N 2.7429 2.3674 -0.5731
C 1.4516 2.1593 -1.2915
C 3.8868 2.2492 -1.4007
H 1.7766 2.4709 1.2123
H 1.5862 1.4565 -2.1137
H 1.0514 3.0517 -1.7726
H 0.7071 1.7275 -0.6226
H 4.4376 1.3528 -1.1157
H 3.6266 2.1337 -2.4528
H 4.5834 3.0795 -1.2842
C -2.5931 -0.3950 7.2530
O -2.7014 0.5244 6.4870
N -2.6412 -1.6402 6.7749
C -2.5242 -2.8354 7.6554
C -2.6959 -2.0132 5.2733
H -2.5730 -0.4107 8.3537
H -2.6359 -2.6185 8.7178
H -1.5107 -3.2343 7.6138
H -3.3139 -3.5761 7.5293
H -1.7761 -2.5728 5.1030
H -3.5109 -2.6783 4.9877
H -2.6429 -1.1383 4.6254
C -2.3673 0.9589 -0.7101
O -2.4494 0.7945 -1.9144
N -1.9533 -0.0601 0.1073
C -1.6154 0.2082 1.4748
C -1.6705 -1.4167 -0.3928
H -2.4298 1.8955 -0.1347
H -2.0417 -0.4916 2.1936
H -1.8454 1.2311 1.7728
H -0.5290 0.1326 1.5227
H -2.0488 -1.5088 -1.4109
H -0.6497 -1.7986 -0.4051
H -2.2969 -2.1201 0.1559
C -0.8938 3.5900 -3.8902
O 0.0792 4.2467 -3.4754
N -0.9900 3.1619 -5.1909
C -2.0740 2.2588 -5.5804
C -0.0290 3.4209 -6.2237
H -1.7261 3.1903 -3.2904
H -2.6240 2.7315 -6.3942
H -2.6638 1.8668 -4.7518
H -1.7481 1.3595 -6.1031
H -0.4934 3.8938 -7.0891
H 0.7589 4.0967 -5.8913
H 0.3485 2.4580 -6.5681
C -1.5141 -5.2371 -1.4613
O -0.7270 -4.3427 -1.2448
N -1.6504 -5.7621 -2.7030
C -2.7317 -6.7997 -2.9326
C -0.8229 -5.4033 -3.8817
H -2.2177 -5.6355 -0.7140
H -3.2942 -6.9965 -2.0199
H -2.3644 -7.7800 -3.2362
H -3.4264 -6.4476 -3.6952
H 0.0551 -4.8200 -3.6047
H -0.4680 -6.3869 -4.1897
H -1.3343 -4.9631 -4.7377
C -0.0703 -2.2583 -5.1295
O 0.3296 -3.2799 -5.6359
N 0.7124 -1.3338 -4.5326
C 0.1456 -0.1199 -3.9181
C 2.1844 -1.4671 -4.3923
H -1.1394 -2.0006 -5.1817
H 0.2755 -0.2400 -2.8425
H -0.8906 0.0462 -4.2126
H 0.9144 0.6200 -4.1410
H 2.4702 -1.9988 -3.4848
H 2.6286 -1.9236 -5.2768
H 2.6739 -0.4953 -4.3293
C -1.5556 4.8595 -0.7431
O -2.6594 4.3919 -0.3865
N -0.5072 5.0094 0.0929
C -0.5453 4.6134 1.5257
C 0.8328 5.3522 -0.3709
H -1.3160 5.3019 -1.7224
H -0.2172 5.3082 2.2988
H 0.0052 3.6755 1.5989
H -1.5590 4.3288 1.8077
H 1.3155 6.1421 0.2046
H 1.5603 4.5407 -0.3525
H 0.8254 5.6031 -1.4316
*
```

Summary:
frontier orbital gap	8.97	eV
calculated total energy	-2236.45971	a.u.
HOMO energy	-8.72	eV
molecular weight	657.9	g mol⁻¹
energy relative to the best compared isomer or geometry (same formula, charge and spin)	726.2	kJ/mol
SMILES	CN(C)C=O.CN(C)C=O.CN(C)C=O.CN(C)C=O.CN(C)C=O.CN(C)C=O.CN(C)C=O.CN(C)C=O.CN(C)C=O

Entry 2:
10 unconnected molecules or ions with the total composition C32H89N5O16. Source: the Open Molecules 2025 dataset; level of theory: ωB97M-V/def2-TZVPD.

```
! wB97M-V def2-TZVPD RIJCOSX def2/J DEFGRID3
* xyz 0 1
C 4.5612 7.3928 23.5703
C 4.9982 8.7924 23.1071
O 5.1017 8.8219 21.6167
O 3.3572 7.0175 22.9463
H 4.3671 7.4828 24.6717
H 5.3766 6.6549 23.4158
H 5.9664 9.0495 23.5354
H 4.2194 9.5035 23.4475
H 4.2358 8.4964 21.3413
H 2.6558 7.2369 23.5692
C 11.4336 1.9087 25.6707
C 12.0230 1.2408 24.4497
O 12.5107 -0.0471 24.8536
O 10.1572 1.2875 25.9537
H 11.2473 2.9501 25.5448
H 12.1000 1.7326 26.5011
H 12.8554 1.8028 24.1133
H 11.2682 1.1068 23.6878
H 12.5220 -0.6651 24.1011
H 10.2822 0.3390 26.0686
C 2.5006 1.0668 24.3818
C 2.8461 0.0677 23.2926
O 4.0456 0.4503 22.6021
O 2.4640 2.3917 23.7385
H 3.2475 1.1889 25.1884
H 1.5118 0.8019 24.7920
H 2.0115 -0.2823 22.6670
H 3.1922 -0.8229 23.7889
H 3.8000 1.1278 21.9523
H 1.7068 2.7727 24.1595
C 6.9275 2.0312 23.9637
C 6.0563 3.1110 23.3511
O 6.5140 4.4180 23.3785
O 7.1517 2.2016 25.3905
H 7.8848 2.0658 23.4392
H 6.4465 1.0808 23.7628
H 5.0743 3.1192 23.8878
H 5.8720 2.7133 22.3754
H 7.2147 4.5465 22.7242
H 7.9470 1.7187 25.6045
C 9.1416 5.1587 26.3387
C 8.5812 6.5993 26.1287
O 9.3881 7.3128 25.1594
O 9.1088 4.5167 25.1208
H 8.6082 4.6035 27.1340
H 10.1614 5.3341 26.6497
H 8.5634 7.1626 27.0827
H 7.5753 6.6033 25.7128
H 9.5305 6.6425 24.5084
H 8.1756 4.2304 24.8642
C 9.3194 2.7374 20.5555
C 9.7682 4.1556 20.7301
C 10.5813 4.7589 19.6156
O 11.7613 4.0929 19.4198
C 12.3187 4.5271 18.1752
N 8.6797 5.0623 21.1089
H 8.6978 2.5753 19.6292
H 8.6253 2.4314 21.3329
H 10.2046 2.1227 20.5388
H 10.4588 4.2381 21.5823
H 10.6861 5.8342 19.9038
H 9.9109 4.7985 18.7055
H 12.5477 5.5639 18.2104
H 11.6014 4.3194 17.4067
H 13.1820 3.9033 18.0501
H 8.0270 5.2349 20.3094
H 8.9190 5.9668 21.4609
C 5.6878 -1.0229 25.9544
C 5.7758 -0.4374 27.4167
C 7.2515 -0.3381 27.8021
O 7.3343 0.5248 28.9196
C 8.6017 0.8264 29.3883
N 5.0743 0.8787 27.4096
H 4.9190 -1.7801 25.8538
H 6.6073 -1.4587 25.6424
H 5.4412 -0.1960 25.2589
H 5.2970 -1.0707 28.1692
H 7.8211 0.1028 27.0241
H 7.7171 -1.3136 28.0122
H 9.1304 -0.1012 29.7608
H 8.4853 1.3914 30.3155
H 9.2004 1.3527 28.6393
H 5.6373 1.4639 26.8050
H 5.2853 1.3436 28.3141
C 8.7589 -1.3080 23.2591
C 9.9368 -2.1504 23.7893
C 9.4510 -3.2921 24.7137
O 9.2803 -2.7769 25.9547
C 8.6651 -3.6815 26.8680
N 10.7080 -2.5853 22.6931
H 8.2499 -0.8111 24.1006
H 8.0340 -1.7167 22.5787
H 9.1672 -0.4981 22.6639
H 10.5245 -1.3807 24.3510
H 10.1900 -4.0811 24.7149
H 8.5231 -3.7207 24.2718
H 7.6796 -3.9808 26.4857
H 8.4771 -3.0853 27.7768
H 9.2702 -4.6009 27.0198
H 11.4378 -3.2118 22.9820
H 10.1750 -3.0090 21.9580
C 5.8987 2.6899 18.8320
C 5.2734 3.6653 17.8681
C 6.2448 4.9098 17.7766
O 6.6350 5.5213 19.0035
C 5.5678 6.1007 19.6894
N 5.3312 3.0151 16.5951
H 5.8185 3.0604 19.8566
H 6.9149 2.5156 18.4769
H 5.3649 1.7291 18.6811
H 4.3202 4.0032 18.2547
H 5.7900 5.6365 17.1239
H 7.1431 4.5153 17.2739
H 4.9585 6.6708 18.9904
H 5.9230 6.7043 20.5062
H 4.9652 5.3203 20.1358
H 5.2071 3.6530 15.8329
H 4.7604 2.1948 16.4767
C 5.4657 5.2296 26.7400
O 4.1444 5.6584 26.9133
C 3.3102 4.8463 25.9969
C 1.9914 5.5971 25.9364
N 1.1018 4.8131 25.0891
C -0.1073 5.5336 24.6387
C -0.6613 4.8264 23.4527
O -1.4445 3.7257 23.8621
C -2.3842 3.2974 22.8727
H 5.6969 5.2261 25.6865
H 5.6547 4.2161 27.0943
H 6.1458 5.7738 27.3419
H 3.2332 3.8659 26.4152
H 3.7889 4.8620 24.9764
H 2.1800 6.6013 25.5392
H 1.5689 5.7287 26.8986
H 1.6112 4.7719 24.2075
H 0.2316 6.5576 24.4509
H -0.8588 5.5954 25.3721
H 0.1783 4.4775 22.7969
H -1.2773 5.4619 22.8293
H -1.8902 2.6359 22.1331
H -2.7663 4.1753 22.3671
H -3.2067 2.7730 23.4116
*
```

Summary:
frontier orbital gap	9.65	eV
calculated total energy	-2749.98889	a.u.
HOMO energy	-9.11	eV
molecular weight	800.1	g mol⁻¹
energy relative to the best compared isomer or geometry (same formula, charge and spin)	52.6	kJ/mol
SMILES	COC[C@H](C)N.COC[C@H](C)N.COC[C@H](C)N.COC[C@H](C)N.COCCNCCOC.OCCO.OCCO.OCCO.OCCO.OCCO

Entry 3:
2 unconnected molecules or ions with the total composition C7H16N3. Source: the Open Molecules 2025 dataset; level of theory: ωB97M-V/def2-TZVPD.

```
! wB97M-V def2-TZVPD RIJCOSX def2/J DEFGRID3
* xyz 1 1
C -1.4564 0.0571 0.6900
C -3.2045 -1.3969 0.0015
C 2.7656 -0.0284 0.3214
C 4.2371 0.3143 0.3894
C 2.2874 -1.4456 0.1015
C -3.6763 0.8943 0.9363
C -0.9482 0.5367 -1.6477
N 1.9222 0.9186 0.5108
N -2.8133 -0.2039 0.3985
N -0.6301 0.3788 -0.2377
H -2.3897 -1.9151 -0.3422
H -4.1779 -1.5441 -0.1381
H 4.8499 -0.5389 0.6792
H 4.2539 1.1361 0.9797
H 4.4841 0.5174 -0.6236
H 2.1505 -2.0169 1.0393
H 3.0635 -1.9296 -0.6642
H 1.3838 -1.3779 -0.4460
H -3.8957 0.5658 1.8634
H -3.0101 1.7670 0.9579
H -4.5562 1.0272 0.3798
H -0.4835 -0.0670 -2.3688
H -0.8041 1.5651 -1.8744
H -2.0163 0.4300 -1.7093
H 2.2356 1.8264 0.6532
H 0.4284 0.5295 0.1502
*
```

Summary:
frontier orbital gap (spin up / spin down)	8.40 / 8.40	eV
calculated total energy	-440.20331	a.u.
HOMO energy (spin up / spin down)	-12.42 / -12.42	eV
molecular weight	142.2	g mol⁻¹
energy relative to the best compared isomer or geometry (same formula, charge and spin)	468.5	kJ/mol

Entry 4:
2 unconnected molecules or ions with the total composition CH4OS. Source: the Open Molecules 2025 dataset; level of theory: ωB97M-V/def2-TZVPD.

```
! wB97M-V def2-TZVPD RIJCOSX def2/J DEFGRID3
* xyz 0 1
S 0.0798 0.9044 2.2618
H -1.2156 0.8355 2.4289
H 0.4637 -0.1456 2.9713
O -0.8854 -0.9605 -1.8605
C 0.1602 -0.3821 -1.8992
H 0.4070 0.3261 -2.7093
H 0.9903 -0.5777 -1.1931
*
```

Summary:
frontier orbital gap	10.75	eV
calculated total energy	-513.88128	a.u.
HOMO energy	-9.90	eV
molecular weight	64.1	g mol⁻¹
energy relative to the best compared isomer or geometry (same formula, charge and spin)	35.4	kJ/mol
SMILES	C=O.S

Entry 5:
A molecular structure, C5H11BrO. Source: the Open Molecules 2025 dataset; level of theory: ωB97M-V/def2-TZVPD.

```
! wB97M-V def2-TZVPD RIJCOSX def2/J DEFGRID3
* xyz 0 1
C 0.5983 1.4002 0.4325
C 0.1867 0.2905 -1.7915
C -0.7188 -1.1227 1.6328
C 0.3183 0.1060 -0.2971
C -0.8624 -0.6461 0.2339
O -0.7104 -2.2768 -0.5766
Br -2.4584 0.3420 -0.3121
H 1.4443 1.2424 1.0273
H 0.6368 2.1435 -0.1860
H -0.1319 1.6561 1.1893
H -0.1794 -0.5859 -2.2612
H -0.5516 1.0239 -2.0480
H 1.0132 0.6333 -2.2295
H 0.0903 -0.6378 2.1166
H -0.4151 -2.2152 1.6496
H -1.5897 -1.0391 2.2031
H 1.2658 -0.5829 -0.2547
H -1.5797 -2.5432 -0.7250
*
```

Summary:
frontier orbital gap	10.90	eV
calculated total energy	-2846.27253	a.u.
HOMO energy	-10.30	eV
molecular weight	167.0	g mol⁻¹
energy relative to the best compared isomer or geometry (same formula, charge and spin)	232.7	kJ/mol

Entry 6:
A molecular structure, C31H23FOPS3SbSe4Tc. Source: the Open Molecules 2025 dataset; level of theory: ωB97M-V/def2-TZVPD.

```
! wB97M-V def2-TZVPD RIJCOSX def2/J DEFGRID3
* xyz 1 1
Tc -0.1020 0.5194 1.6136
C 1.9388 -4.4783 -2.2340
C 2.7689 -3.5321 -1.6395
C 2.2659 -2.6841 -0.6633
C 0.9127 -2.7738 -0.3055
C 0.0774 -3.7028 -0.9243
C 0.5989 -4.5630 -1.8795
P 0.2842 -1.7199 1.0013
C -1.7225 -0.3600 -1.2075
C -2.9831 -0.8268 -0.9044
C -3.5478 -1.8070 -1.7144
C -2.8501 -2.2875 -2.8179
C -1.5787 -1.8014 -3.0988
C -0.9979 -0.8423 -2.2796
C 1.4522 -1.7787 2.2820
C 2.3493 -2.7114 2.8014
C 3.1424 -2.2933 3.8556
C 3.0426 -0.9809 4.3432
C 2.1649 -0.0515 3.7961
C 1.3553 -0.4759 2.7625
H 2.3444 -5.1611 -2.9729
H 3.8102 -3.4616 -1.9284
H 2.9142 -1.9637 -0.1772
H -0.9714 -3.7601 -0.6499
H -0.0446 -5.2972 -2.3500
H -3.5217 -0.4154 -0.0578
H -4.5390 -2.1818 -1.4868
H -3.3010 -3.0337 -3.4620
H -1.0248 -2.1765 -3.9536
H -0.0137 -0.4502 -2.5008
H 2.4085 -3.7200 2.4051
H 3.8442 -2.9841 4.3099
H 3.6567 -0.6762 5.1862
H 2.1010 0.9520 4.2009
Se -0.9343 -1.8473 4.6926
Sb -1.0761 -0.0273 6.8306
Se -1.9532 1.6067 4.7296
Se -1.7127 -0.1893 3.3259
Se 1.1519 0.6159 7.1655
F 0.4595 1.9812 2.5564
O -1.1811 0.6195 -0.3513
C -0.8722 1.9984 -0.8469
C 0.5685 2.1412 -0.3733
C 1.5433 1.1618 -0.4471
C 2.8194 1.6228 0.0112
C 2.7750 2.9219 0.3996
S 1.2130 3.5999 0.2308
C -0.9664 2.1534 -2.3383
C 0.0622 2.3000 -3.2224
C -0.3817 2.4647 -4.5664
C -1.7418 2.4464 -4.6622
S -2.4878 2.2591 -3.1399
C -1.8127 2.9479 -0.1370
C -1.9923 4.2755 -0.3653
C -2.8464 4.8879 0.6020
C -3.2945 4.0065 1.5348
S -2.7060 2.4265 1.2364
H 1.3887 0.1996 -0.9230
H 3.7170 1.0146 0.0346
H 3.5850 3.5270 0.7987
H 1.1112 2.2922 -2.9343
H 0.2825 2.6007 -5.4156
H -2.3538 2.5450 -5.5537
H -1.5285 4.8107 -1.1892
H -3.1213 5.9396 0.5857
H -3.9487 4.1785 2.3819
*
```

Summary:
frontier orbital gap (spin up / spin down)	4.60 / 4.59	eV
calculated total energy	-12832.61930	a.u.
HOMO energy (spin up / spin down)	-9.72 / -9.72	eV
molecular weight	1093.3	g mol⁻¹
energy relative to the best compared isomer or geometry (same formula, charge and spin)	228.6	kJ/mol